1) Entry from the OMol25 dataset: the molecule C4H5ClN2 (ωB97M-V with the def2-TZVPD basis set).

Cartesian coordinates (Å):
1 C -0.70 -1.18 -0.21
2 C 0.54 -0.33 0.07
3 C 0.71 0.96 0.61
4 C 2.06 1.22 0.56
5 N 2.62 0.17 -0.12
6 Cl 4.24 -0.28 -0.21
7 N 1.73 -0.79 -0.37
8 H -0.23 -2.20 -0.05
9 H -1.57 -0.85 0.47
10 H -1.01 -1.25 -1.25
11 H 0.09 1.65 1.15
12 H 2.69 2.00 0.78

Properties
Gap between HOMO and LUMO ... 10.033 eV
Highest occupied orbital energy ... -9.28 eV
SMILES ... Cc1ccn(Cl)n1


2) Entry from the OMol25 dataset: a structure of composition C4H5ClN2 (ωB97M-V with the def2-TZVPD basis set).

Cartesian coordinates (Å):
1 C -0.68 -0.25 -0.97
2 C 0.41 -1.09 -1.27
3 C -0.67 0.58 0.14
4 C -0.04 0.33 1.47
5 N 1.43 -0.60 -0.70
6 N 1.86 0.14 0.10
7 Cl -1.92 1.85 0.07
8 H -1.46 0.12 -1.76
9 H 0.39 -1.97 -2.00
10 H 1.01 0.50 1.03
11 H -0.06 -0.73 1.72
12 H -0.27 1.12 2.15

Properties
Gap between HOMO and LUMO ... 8.200 eV
Highest occupied orbital energy ... -8.34 eV


3) Entry from the OMol25 dataset: the molecule C4H5ClN2 (ωB97M-V with the def2-TZVPD basis set).

Cartesian coordinates (Å):
1 C 0.25 1.28 2.08
2 N 1.10 0.40 1.64
3 N 0.20 -0.72 1.29
4 C -0.11 -1.01 0.10
5 C 0.24 -0.26 -1.04
6 C -0.58 -0.47 -2.16
7 Cl 1.40 1.03 -1.09
8 H -0.86 1.31 1.65
9 H 0.52 2.11 2.72
10 H -0.54 -2.12 -0.07
11 H -0.34 -0.17 -3.05
12 H -1.30 -1.39 -2.07

Properties
Gap between HOMO and LUMO ... 9.274 eV
Highest occupied orbital energy ... -9.37 eV
SMILES ... C=N/N=C\C(=C)Cl


Energy above the most stable structure, in eV: 1) 0.000; 2) 2.474; 3) 2.388


1) Entry from the OMol25 dataset: a cluster of 3 separate species, C4H14O3 in total (ωB97M-V with the def2-TZVPD basis set).

Cartesian coordinates (Å):
1 C -0.81 -1.77 -1.86
2 C 0.09 -0.62 -1.44
3 C -0.36 0.69 -2.13
4 C 0.75 1.69 -2.47
5 O 2.10 1.26 -2.67
6 H -0.86 -2.66 -1.25
7 H -0.48 -2.16 -2.83
8 H -1.83 -1.40 -1.95
9 H 0.09 -0.44 -0.37
10 H 1.13 -0.89 -1.62
11 H -0.95 0.42 -3.02
12 H -1.09 1.14 -1.45
13 H 0.75 2.52 -1.79
14 H 0.48 2.13 -3.42
15 H 2.03 0.38 -3.05
16 O 0.39 4.12 5.07
17 H 0.60 4.76 5.75
18 H 0.44 3.26 5.50
19 O -0.93 -4.30 5.33
20 H -1.35 -3.54 4.92
21 H -0.19 -4.56 4.75

Properties
Gap between HOMO and LUMO ... 10.778 eV
Highest occupied orbital energy ... -10.08 eV
SMILES ... CCCCO.O.O


2) Entry from the OMol25 dataset: a cluster of 4 separate species, C4H14O3 in total (ωB97M-V with the def2-TZVPD basis set).

Cartesian coordinates (Å):
1 C 1.76 0.97 -0.69
2 C 1.45 -0.42 -0.92
3 C 0.31 -0.78 -1.46
4 C 0.05 -2.19 -1.91
5 H 2.33 1.04 0.28
6 H 2.46 1.28 -1.49
7 H 1.09 1.79 -0.56
8 H 2.24 -1.14 -0.97
9 H -0.49 -0.03 -1.63
10 H 0.95 -2.81 -1.87
11 H -0.26 -2.24 -2.96
12 H -0.76 -2.65 -1.36
13 O -1.85 1.47 2.06
14 H -2.53 2.01 2.51
15 H -1.13 1.51 2.69
16 O 0.45 1.03 3.01
17 H 0.78 1.09 2.10
18 H 0.71 0.20 3.25
19 O -2.26 -0.29 -0.22
20 H -2.11 0.07 0.57
21 H -3.19 0.11 -0.44

Properties
Gap between HOMO and LUMO ... 9.463 eV
Highest occupied orbital energy ... -8.80 eV
SMILES ... C/C=C/C.O.O.O


Energy above the most stable structure, in eV: 1) 0.000; 2) 0.569


1) Entry from the OMol25 dataset: a cluster of 2 separate species, C5H9B in total (ωB97M-V with the def2-TZVPD basis set).

Cartesian coordinates (Å):
1 B -0.45 -0.13 0.06
2 C 1.88 0.33 -0.97
3 C 2.27 -0.14 0.19
4 C 0.96 -0.59 -0.37
5 C -1.83 -0.99 0.28
6 C -0.55 1.47 0.37
7 H 2.04 1.00 -1.83
8 H 3.02 -0.24 1.04
9 H 0.88 -2.13 -0.88
10 H -2.34 -0.76 1.27
11 H -1.52 -2.05 0.25
12 H -2.56 -1.04 -0.59
13 H -0.54 2.01 -0.53
14 H 0.34 1.67 0.88
15 H -1.60 1.58 0.84

Properties
Gap between HOMO and LUMO ... 9.184 eV
Highest occupied orbital energy ... -8.43 eV


2) Entry from the OMol25 dataset: a cluster of 2 separate species, C5H9B in total (ωB97M-V with the def2-TZVPD basis set).

Cartesian coordinates (Å):
1 B -1.04 0.02 -0.11
2 C 2.57 -0.46 0.22
3 C 2.70 0.56 -0.54
4 C 1.69 0.66 0.62
5 C -1.25 -1.49 -0.07
6 C -2.06 1.14 -0.07
7 H 2.67 -1.44 0.37
8 H 3.13 1.09 -1.43
9 H 1.99 1.16 1.57
10 H -2.00 -1.88 0.50
11 H -0.38 -1.97 0.19
12 H -1.36 -1.73 -1.15
13 H -2.15 1.52 1.00
14 H -3.06 0.94 -0.45
15 H -1.45 1.89 -0.66

Properties
Gap between HOMO and LUMO (alpha / beta) ... 7.512 / 7.092 eV
Highest occupied orbital energy (alpha / beta) ... -7.04 / -6.57 eV


Energy above the most stable structure, in eV: 1) 0.000; 2) 2.358


1) Entry from the OMol25 dataset: a cluster of 2 separate species, C2H11N2O in total (ωB97M-V with the def2-TZVPD basis set).

Cartesian coordinates (Å):
1 C 0.21 -1.84 -1.12
2 N -0.13 -1.53 0.35
3 H 0.67 -2.82 -1.19
4 H 0.93 -1.07 -1.36
5 H -0.72 -1.76 -1.67
6 H 0.75 -1.17 0.72
7 H -0.65 -0.60 0.43
8 H -0.38 -2.25 1.03
9 N -0.79 1.16 1.05
10 C -0.11 1.70 -0.14
11 O 1.23 1.23 -0.13
12 H -1.73 1.53 1.12
13 H -0.30 1.34 1.91
14 H -0.13 2.79 -0.11
15 H -0.63 1.32 -1.02
16 H 1.77 1.99 0.12

Properties
Net charge ... +1
Gap between HOMO and LUMO ... 11.324 eV
Highest occupied orbital energy ... -14.41 eV


2) Entry from the OMol25 dataset: a cluster of 2 separate species, C2H11N2O in total (ωB97M-V with the def2-TZVPD basis set).

Cartesian coordinates (Å):
1 C -1.48 -0.70 -1.18
2 N -1.30 0.66 -0.41
3 H -2.56 -0.88 -1.42
4 H -1.17 -1.46 -0.54
5 H -0.74 -0.63 -2.09
6 H -1.97 0.62 0.36
7 H -0.32 0.62 0.04
8 H -1.45 1.53 -0.94
9 N 1.20 1.10 0.63
10 C 1.50 -0.46 0.52
11 O 0.49 -1.34 1.00
12 H 1.75 1.64 -0.05
13 H 1.28 1.54 1.51
14 H 2.38 -0.54 1.16
15 H 1.88 -0.57 -0.56
16 H 0.51 -1.13 1.99

Properties
Net charge ... +1
Gap between HOMO and LUMO ... 11.146 eV
Highest occupied orbital energy ... -14.34 eV


3) Entry from the OMol25 dataset: a cluster of 2 separate species, C2H11N2O in total (ωB97M-V with the def2-TZVPD basis set).

Cartesian coordinates (Å):
1 N 0.45 -0.38 0.33
2 C -0.18 0.94 0.09
3 C -1.67 0.86 0.37
4 N -2.19 -0.32 -0.31
5 H 0.27 -0.67 1.29
6 H -0.09 -1.10 -0.18
7 H 1.44 -0.43 0.09
8 H 0.27 1.75 0.65
9 H 0.00 1.20 -0.96
10 H -1.84 0.75 1.44
11 H -2.12 1.80 0.06
12 H -3.13 -0.60 -0.04
13 H -2.17 -0.20 -1.31
14 H 3.72 -1.97 -0.39
15 H 3.93 -0.52 -0.79
16 O 3.30 -1.09 -0.34

Properties
Net charge ... +1
Gap between HOMO and LUMO ... 10.963 eV
Highest occupied orbital energy ... -14.02 eV


Energy above the most stable structure, in eV: 1) 0.708; 2) 1.569; 3) 0.000


1) Entry from the OMol25 dataset: a structure of composition C8H16O (ωB97M-V with the def2-TZVPD basis set).

Cartesian coordinates (Å):
1 C 1.36 -0.25 -0.63
2 C 1.68 -1.45 0.25
3 C 2.08 1.04 -0.29
4 H 1.56 -0.51 -1.67
5 H 0.13 0.16 0.03
6 H 1.52 -1.24 1.31
7 H 1.56 1.86 -0.78
8 H 2.72 -1.75 0.10
9 H 1.09 -2.31 -0.06
10 H 3.11 1.03 -0.66
11 H 2.08 1.23 0.78
12 C -1.29 -1.28 -1.36
13 C -1.39 1.94 0.92
14 C -0.71 0.07 -1.05
15 C -1.20 0.47 0.73
16 C -1.54 -0.47 1.61
17 O -0.83 1.05 -1.77
18 H -2.38 -1.23 -1.31
19 H -0.97 -2.06 -0.67
20 H -1.02 -1.55 -2.39
21 H -1.74 2.40 -0.01
22 H -0.44 2.42 1.17
23 H -2.10 2.15 1.72
24 H -1.38 -1.52 1.44
25 H -1.91 -0.21 2.60

Properties
Gap between HOMO and LUMO ... 9.031 eV
Highest occupied orbital energy ... -8.11 eV


2) Entry from the OMol25 dataset: a structure of composition C8H16O (ωB97M-V with the def2-TZVPD basis set).

Cartesian coordinates (Å):
1 C -0.97 0.35 0.15
2 C 0.97 -0.19 -0.02
3 C -1.06 -1.98 0.25
4 C 0.81 -1.59 -0.29
5 C -1.17 1.57 1.01
6 C -1.51 0.48 -1.26
7 C 1.56 0.68 -1.11
8 C 1.57 0.12 1.35
9 O -1.41 -0.78 0.80
10 H -1.55 -2.22 -0.68
11 H -1.08 -2.75 1.01
12 H 1.30 -2.30 0.37
13 H 0.84 -1.89 -1.33
14 H -0.95 1.33 2.05
15 H -0.52 2.37 0.68
16 H -2.20 1.93 0.95
17 H -2.60 0.35 -1.25
18 H -1.27 1.46 -1.66
19 H -1.09 -0.27 -1.92
20 H 1.19 0.39 -2.10
21 H 1.04 -0.43 2.13
22 H 2.62 -0.16 1.38
23 H 2.65 0.60 -1.12
24 H 1.31 1.73 -0.95
25 H 1.50 1.19 1.57

Properties
Gap between HOMO and LUMO ... 9.332 eV
Highest occupied orbital energy ... -8.41 eV


3) Entry from the OMol25 dataset: a cluster of 2 separate species, C8H16O in total (ωB97M-V with the def2-TZVPD basis set).

Cartesian coordinates (Å):
1 C -0.88 2.43 -0.34
2 C -1.09 1.22 0.56
3 C -1.62 -0.17 -0.02
4 C -1.74 -0.19 -1.53
5 O -2.38 -0.80 0.67
6 H -0.49 2.17 -1.32
7 H -1.82 2.97 -0.48
8 H -0.16 3.11 0.11
9 H -1.81 1.46 1.35
10 H -0.18 0.99 1.11
11 H -0.75 -0.08 -1.96
12 H -2.17 -1.13 -1.84
13 H -2.37 0.63 -1.89
14 C 2.34 0.24 0.89
15 C 1.68 -0.38 -0.29
16 C 0.91 -1.48 -0.30
17 C 0.66 -2.41 0.85
18 H 3.41 0.03 0.88
19 H 1.89 -0.10 1.82
20 H 2.21 1.32 0.86
21 H 1.91 0.10 -1.24
22 H 0.75 -1.95 -1.27
23 H -0.39 -2.70 0.83
24 H 0.85 -1.94 1.80
25 H 1.23 -3.33 0.74

Properties
Gap between HOMO and LUMO ... 10.185 eV
Highest occupied orbital energy ... -9.24 eV
SMILES ... CCC(C)=O.C/C=C\C


Energy above the most stable structure, in eV: 1) 3.031; 2) 0.708; 3) 0.000